Formula: C3H3NO2
Source: the OMol25 dataset
Level of theory: the ωB97M-V functional and the def2-TZVPD basis

Structure (XYZ):
```
9
Properties=species:S:1:pos:R:3:forces:R:3:lowdin_charge:R:1
O -0.6424 1.5585 1.0193 0.4 0.3 0.5 0.03
C 0.0404 0.6461 0.2925 -0.8 -2.5 0.8 -0.30
C -0.3304 0.4078 -0.9943 0.7 -0.7 0.9 -0.15
O -0.1445 -0.8621 -1.3453 1.5 -1.4 1.2 -0.08
C 0.5357 -1.5821 0.0860 -1.4 2.5 -2.1 -0.01
N 0.5199 -0.7065 0.9758 -0.6 1.8 -2.1 0.12
H -0.1146 1.9693 1.7059 0.4 0.1 0.1 0.10
H -0.7405 1.1885 -1.6840 0.4 -1.2 0.6 0.15
H 0.8748 -2.6305 -0.0696 -0.5 1.2 0.0 0.13
```
Positions in Å, forces in eV/Å.

Its orbital gap is 9.43 eV. Its energy is -8741.6961 eV. The calculation puts the energy above the lowest of the compared OMol25 structures with the same formula, charge and spin at 3.4351 eV.